{"formula": "C4H9NO2", "method": "ωB97M-V/def2-TZVPD", "species": ["C", "C", "C", "O", "N", "C", "O", "H", "H", "H", "H", "H", "H", "H", "H", "H"], "positions_angstrom": [[-0.096, 0.350, -0.560], [-1.081, -0.764, -0.399], [-0.380, -2.201, -0.424], [-1.401, -3.182, -0.030], [0.546, 0.619, 0.736], [1.153, 2.088, 0.709], [0.346, 3.032, 1.226], [0.721, 0.004, -1.284], [-0.415, 1.361, -1.019], [-1.924, -0.895, -1.123], [-1.476, -0.773, 0.602], [0.274, -2.350, 0.591], [0.131, -2.404, -1.378], [-0.155, 0.703, 1.469], [2.130, 2.023, 1.304], [1.628, 2.389, -0.418]], "atomic_forces_ev_per_a": [[1.20, 1.29, -0.92], [0.47, -2.21, -0.78], [-2.31, -1.66, 4.59], [1.11, 0.99, -1.71], [1.34, 2.03, -1.02], [0.78, 0.69, 0.36], [0.39, -0.83, -0.73], [-0.78, 0.32, 0.78], [-0.32, -1.37, 0.54], [0.61, 0.55, 0.35], [-0.58, 0.28, 0.30], [-0.13, 1.15, -2.79], [0.20, 0.07, 0.05], [-0.12, 0.16, -0.34], [-0.53, -0.32, -0.29], [-1.33, -1.15, 1.63]], "e_lumo_ha": 0.26797, "total_charge": -2, "orbital_gap_ev": 6.4, "smiles": "[O-]CCCNC[O-]", "e_above_lowest_kcal_mol": 34.0}

---

{"formula": "C28H25N3O5S", "method": "ωB97M-V/def2-TZVPD", "species": ["C", "O", "C", "C", "C", "C", "C", "C", "N", "C", "C", "C", "C", "C", "C", "N", "C", "C", "C", "C", "C", "O", "C", "C", "C", "H", "H", "H", "H", "H", "H", "H", "H", "H", "H", "H", "H", "H", "H", "H", "H", "H", "H", "H", "H", "H", "C", "C", "C", "C", "C", "C", "S", "O", "O", "N", "C", "O", "H", "H", "H", "H"], "positions_angstrom": [[-5.561, 0.615, 0.101], [-4.155, 0.408, 0.344], [-3.571, -0.688, -0.184], [-2.173, -0.835, 0.041], [-1.534, -1.938, -0.471], [-2.276, -2.909, -1.195], [-3.636, -2.781, -1.451], [-4.290, -1.664, -0.936], [-1.392, -3.910, -1.597], [-1.722, -5.067, -2.406], [-0.133, -3.628, -1.151], [-0.142, -2.389, -0.466], [0.971, -1.696, 0.020], [2.238, -2.310, 0.124], [2.559, -3.662, 0.372], [3.907, -3.846, 0.231], [4.593, -5.109, 0.432], [4.515, -2.639, -0.116], [3.502, -1.650, -0.177], [3.790, -0.381, -0.633], [5.129, -0.091, -1.006], [5.500, 1.136, -1.455], [4.469, 2.151, -1.557], [6.140, -1.094, -0.922], [5.832, -2.378, -0.485], [-5.763, 1.561, 0.599], [-5.770, 0.687, -0.977], [-6.157, -0.199, 0.541], [-1.640, -0.084, 0.616], [-4.168, -3.524, -2.039], [-5.358, -1.528, -1.104], [-2.790, -5.046, -2.637], [-1.141, -5.056, -3.339], [-1.475, -5.989, -1.863], [0.703, -4.284, -1.363], [0.859, -0.641, 0.268], [1.894, -4.481, 0.623], [5.653, -4.970, 0.205], [4.480, -5.444, 1.473], [4.168, -5.879, -0.225], [2.989, 0.355, -0.706], [5.012, 3.027, -1.908], [3.694, 1.854, -2.281], [4.002, 2.347, -0.579], [7.148, -0.815, -1.218], [6.590, -3.156, -0.437], [-2.323, 7.389, 3.070], [-1.323, 6.939, 2.198], [-1.450, 5.687, 1.578], [-2.556, 4.915, 1.843], [-3.577, 5.327, 2.697], [-3.450, 6.582, 3.318], [-2.482, 3.374, 0.922], [-2.334, 2.259, 1.833], [-3.587, 3.341, -0.011], [-1.076, 3.801, 0.252], [-0.528, 5.009, 0.601], [0.538, 5.486, 0.198], [-2.238, 8.363, 3.562], [-0.441, 7.540, 1.984], [-4.434, 4.676, 2.857], [-4.228, 6.934, 3.992]], "atomic_forces_ev_per_a": [[0.60, -0.06, 0.11], [-0.21, -0.83, -0.47], [0.09, -0.11, -0.06], [-0.84, 0.45, 0.14], [-0.50, -0.58, -0.67], [-0.03, 0.60, 0.23], [0.15, 0.15, 0.16], [0.42, 0.29, 0.27], [2.12, 0.12, 0.67], [0.10, -0.32, -0.20], [-1.59, -0.22, -0.52], [0.02, 0.50, 0.60], [-0.51, -1.20, -0.38], [0.71, -0.13, 0.01], [0.81, 0.62, -0.58], [-1.22, 0.03, 0.24], [-0.07, -0.23, 0.18], [-0.59, 0.38, -0.18], [0.34, -1.04, 0.23], [0.95, 0.81, -0.38], [-0.96, -0.15, 0.33], [-0.40, -0.23, 0.14], [0.38, -0.36, 0.07], [-0.63, 0.22, 0.10], [0.06, 0.41, -0.04], [-0.10, -0.10, -0.17], [0.10, 0.08, 0.30], [0.15, 0.21, -0.05], [-0.24, 0.15, -0.02], [-0.03, 0.17, 0.15], [0.40, -0.12, 0.00], [0.30, -0.09, 0.03], [-0.27, 0.07, 0.23], [-0.20, 0.25, -0.11], [-0.23, 0.18, -0.18], [0.04, -0.10, -0.11], [0.23, 0.13, 0.18], [-0.28, -0.16, 0.07], [0.14, 0.14, -0.28], [0.22, 0.23, 0.11], [0.40, -0.14, -0.03], [-0.27, -0.04, 0.06], [0.28, 0.09, 0.18], [0.22, -0.03, -0.30], [-0.15, -0.11, 0.05], [-0.03, 0.24, -0.07], [-0.12, -0.48, -0.17], [-0.05, -0.24, -0.10], [-0.15, 0.95, 0.64], [-1.33, -0.15, 0.78], [0.46, 0.46, 0.00], [0.21, -0.23, -0.27], [1.96, 2.47, 0.12], [-0.16, -0.22, -0.18], [0.01, -0.37, 0.04], [0.46, -0.72, -0.70], [-0.35, -1.02, -0.40], [-0.87, -0.35, 0.41], [0.00, -0.37, -0.21], [-0.17, -0.08, 0.05], [0.09, 0.22, 0.08], [0.14, -0.06, -0.12]], "e_lumo_ha": -0.08764, "orbital_gap_ev": 4.6, "e_above_lowest_kcal_mol": 11.2}

---

{"formula": "C4H11NS", "method": "ωB97M-V/def2-TZVPD", "species": ["C", "C", "S", "C", "N", "C", "H", "H", "H", "H", "H", "H", "H", "H", "H", "H", "H"], "positions_angstrom": [[0.759, 0.906, -0.418], [-0.385, 1.872, -0.908], [-1.025, 1.609, -2.560], [0.155, -0.477, -0.166], [-0.338, -0.625, 1.211], [-0.344, -2.032, 1.622], [1.674, 0.736, -0.992], [1.125, 1.464, 0.457], [0.093, 2.847, -0.992], [-1.077, 1.834, -0.073], [0.010, 0.945, -3.031], [-0.664, -0.574, -0.887], [0.863, -1.279, -0.411], [0.230, -0.063, 1.830], [-0.695, -2.029, 2.658], [0.665, -2.453, 1.562], [-1.046, -2.680, 1.098]], "atomic_forces_ev_per_a": [[-0.76, 0.17, 0.03], [2.84, 0.04, 0.05], [-1.23, -0.20, -0.13], [0.08, 0.27, 0.59], [-0.42, -0.48, -1.05], [-0.02, 0.80, 1.03], [-0.41, 0.66, -0.78], [-0.07, -0.74, 0.33], [-0.32, 0.27, 0.56], [-0.68, 0.15, -0.48], [0.53, -0.28, -0.16], [-0.08, -0.25, 0.22], [0.20, 0.06, 0.08], [0.10, -0.26, 0.08], [0.27, -0.29, 0.03], [-0.04, -0.31, 0.04], [0.01, 0.37, -0.46]], "e_lumo_ha": 0.03768, "orbital_gap_ev": 9.7, "smiles": "CNCCCS", "e_above_lowest_kcal_mol": 23.1}